[1]
The following is a quantum chemistry calculation of a molecular structure, C31H34Cl2FeNO8Si, from the Open Molecules 2025 dataset.

Geometry (Å):
Fe (-0.3579, -0.2109, -0.9156)
C (-3.4055, 0.7560, -1.1679)
O (-2.6389, -0.2898, -0.5990)
C (-3.2301, -0.8470, 0.5570)
C (-3.0417, -0.0456, 1.8349)
O (-1.6701, 0.1024, 2.0905)
C (-1.2882, 0.0717, 3.4404)
C (0.2119, -0.1515, 3.5060)
O (0.9758, 0.9340, 3.0180)
C (1.1146, 2.0025, 3.9184)
H (-4.4397, 0.4238, -1.3124)
H (-2.9669, 0.9837, -2.1344)
H (-3.3955, 1.6532, -0.5406)
H (-2.7773, -1.8278, 0.6948)
H (-4.3067, -0.9733, 0.3790)
H (-3.5184, -0.6298, 2.6359)
H (-3.5459, 0.9302, 1.7945)
H (-1.7768, -0.7697, 3.9542)
H (-1.5869, 0.9946, 3.9615)
H (0.4541, -1.0005, 2.8654)
H (0.4966, -0.3751, 4.5441)
H (1.6201, 1.6836, 4.8389)
H (0.1507, 2.4506, 4.1915)
H (1.7188, 2.7608, 3.4208)
Cl (-0.9363, 1.3920, -5.6469)
C (-0.8365, 2.3157, -4.1765)
C (-0.8562, 3.7110, -4.2498)
C (-0.7679, 4.4811, -3.1224)
Cl (-0.7861, 6.2249, -3.2675)
C (-0.6584, 3.8837, -1.8462)
C (-0.5482, 4.5832, -0.6252)
C (-0.4183, 3.8750, 0.5351)
C (-0.3913, 2.4713, 0.4988)
N (-0.4995, 1.7901, -0.6212)
C (-0.6310, 2.4767, -1.7876)
C (-0.7069, 1.6336, -2.9617)
O (-0.6528, 0.3711, -2.8107)
H (-0.9388, 4.1825, -5.2200)
H (-0.5493, 5.6648, -0.6277)
H (-0.3115, 4.3796, 1.4868)
H (-0.2521, 1.8853, 1.3939)
O (-0.6409, -2.2289, -1.5033)
C (-0.4651, -2.6038, -0.3140)
O (-0.2155, -1.7825, 0.6044)
C (-0.5592, -4.0649, 0.0256)
C (-0.8586, -4.9841, -0.9693)
C (-0.9593, -6.3504, -0.6933)
C (-0.7448, -6.7322, 0.6076)
O (-0.7887, -8.0004, 1.1394)
C (-0.4336, -7.8601, 2.5121)
O (-0.2885, -6.4765, 2.8021)
C (-0.4450, -5.8184, 1.5996)
C (-0.3437, -4.4767, 1.3475)
H (-1.0076, -4.6080, -1.9722)
H (-1.1902, -7.0750, -1.4618)
H (0.5156, -8.3735, 2.6945)
H (-1.2280, -8.2799, 3.1336)
H (-0.1033, -3.7478, 2.1085)
C (2.9063, -0.7470, 0.4314)
Si (1.9326, -0.0446, -1.0521)
C (2.7067, -0.8881, -2.5745)
C (2.5510, 1.7685, -1.1750)
C (2.9129, 2.5039, -0.0398)
C (3.2372, 3.8536, -0.1105)
C (3.2108, 4.5154, -1.3311)
C (2.8697, 3.8086, -2.4770)
C (2.5479, 2.4604, -2.3929)
H (3.9890, -0.6293, 0.3167)
H (2.6827, -1.8129, 0.5309)
H (2.5999, -0.2646, 1.3631)
H (3.7866, -0.7257, -2.6501)
H (2.2325, -0.5330, -3.4930)
H (2.5200, -1.9645, -2.5210)
H (2.9288, 2.0079, 0.9265)
H (3.5113, 4.3931, 0.7907)
H (3.4536, 5.5702, -1.3899)
H (2.8405, 4.3119, -3.4371)
H (2.2813, 1.9314, -3.3037)

Net charge = -1
Electronic energy = -4332.03148 a.u.
ΔE to the lowest compared entry with this formula, charge and spin = 13.9 kcal/mol
LUMO level (spin up / spin down) = 2.39 / 2.39 eV
Frontier orbital gap (spin up / spin down) = 6.3 / 6.2 eV

[2]
The following is a quantum chemistry calculation of a molecular structure, C24H16F3O15Zr in a non-equilibrium geometry, from the Open Molecules 2025 dataset.

Geometry (Å):
Zr (-0.0900, -0.6749, 0.2828)
C (-2.3160, -1.4069, -3.1729)
C (-2.4829, -0.9636, -4.4732)
C (-1.1500, -1.0619, -5.4266)
O (-1.2670, -0.2911, -6.4150)
C (0.0047, -1.8664, -5.0372)
C (-0.0677, -2.3282, -3.7237)
C (-1.1906, -1.9770, -2.7618)
O (-1.0083, -2.0040, -1.4844)
O (0.8778, -3.2157, -3.4143)
O (-3.3156, -0.2127, -5.0028)
H (-3.0771, -1.2310, -2.4271)
H (0.8200, -2.0868, -5.7104)
C (-2.2261, 2.1516, -2.2092)
C (-1.2036, 1.4694, -1.4194)
C (0.1171, 1.0845, -2.1502)
O (0.7408, 0.2217, -1.4978)
C (0.3125, 1.5062, -3.5569)
C (-0.7000, 2.1713, -4.2341)
C (-2.0285, 2.3790, -3.5104)
O (-3.0930, 2.7139, -4.1938)
O (-0.6746, 2.2487, -5.5265)
O (-1.3061, 0.9964, -0.2844)
H (-3.2094, 2.2853, -1.7832)
H (1.1673, 1.1559, -4.1164)
C (-0.8468, -3.8021, 3.3302)
C (-0.6873, -2.6505, 2.4450)
C (-0.9006, -1.2067, 3.1143)
O (-0.5806, -0.3503, 2.3245)
C (-1.3472, -1.1790, 4.5595)
C (-1.5147, -2.3368, 5.2781)
C (-1.2556, -3.6796, 4.5878)
O (-1.5182, -4.7657, 5.2022)
O (-1.9614, -2.1131, 6.4255)
O (-0.4928, -2.5564, 1.1841)
H (-0.6886, -4.7754, 2.8894)
H (-1.5551, -0.1927, 4.9472)
C (2.9672, -2.6875, 2.1737)
C (3.1956, -1.9377, 0.8722)
O (2.0044, -1.3577, 0.4855)
H (2.3002, -3.5407, 2.0495)
H (2.7056, -1.9309, 2.9134)
H (3.8819, -3.2002, 2.4711)
H (3.4217, -2.5990, 0.0357)
H (4.0302, -1.2465, 0.9895)
C (-0.4325, 4.7602, 2.7617)
C (0.2200, 3.3063, 2.7819)
O (1.3780, 3.3630, 2.0080)
C (1.6786, 2.3667, 1.1139)
O (1.0785, 1.3356, 0.8969)
C (2.9988, 2.6857, 0.3937)
F (2.6124, 2.8678, -0.8399)
F (3.6250, 3.8289, 0.8366)
F (3.8467, 1.7109, 0.5835)
H (-1.3641, 4.7330, 3.3270)
H (-0.8022, 5.0871, 1.7898)
H (0.2384, 5.5005, 3.1975)
H (-0.4276, 2.5374, 2.3606)
H (0.5581, 2.9616, 3.7591)

Multiplicity = 2
Net charge = -2
Electronic energy = -2399.46229 a.u.
LUMO level (spin up / spin down) = 3.81 / 2.29 eV
Frontier orbital gap (spin up / spin down) = 6.8 / 5.3 eV
Expectation value of S² = 0.81